No. 1
Density functional theory data (ωB97M-V/def2-TZVPD) for a molecular structure, C37H32ClN7O3S2Yb.

Largest force on an atom: 0.0172 Eh/bohr
Net charge: -1
⟨S²⟩: 0.751
Energy: -121189.925 eV
2S+1: 2
Frontier orbital gap (alpha / beta): 0.202 / 0.202 hartree
HOMO level (alpha / beta): -3.898 / -3.900 eV
Relative energy (zero: lowest compared OMol25 entry of this formula, charge and spin): 21.3 kcal per mole

XYZ file:
```
83
Properties=species:S:1:pos:R:3:mulliken_spin:R:1
Yb -0.24590 -0.97439 -0.34480 1.01
Cl 5.96398 -3.94317 1.83543 0.00
C 4.39376 -3.62096 1.12774 0.00
C 4.24488 -3.64581 -0.26496 0.00
C 3.02293 -3.38904 -0.83020 0.00
C 1.88630 -3.07514 -0.04112 0.00
O 0.74535 -2.82263 -0.58385 0.00
C 2.06186 -3.07168 1.37001 0.00
C 0.96260 -2.79566 2.27013 0.00
N -0.18021 -2.32807 1.92637 0.00
C -1.18431 -2.21737 2.91824 0.00
C -1.23484 -3.04697 4.04125 0.00
C -2.19918 -2.87137 5.01753 0.00
C -3.14715 -1.86920 4.86612 0.00
C -3.16500 -1.07531 3.72830 0.00
C -4.25075 -0.11315 3.49046 0.00
C -4.31435 0.62622 2.38846 0.00
C -3.25181 0.54399 1.34884 0.00
N -2.22553 -0.49273 1.57447 0.00
C -2.18612 -1.25439 2.73478 0.00
C 3.31876 -3.35664 1.93183 0.00
H 5.10076 -3.87063 -0.88839 0.00
H 2.89157 -3.39994 -1.90397 0.00
H 1.17123 -3.00074 3.32669 0.00
H -0.52513 -3.86021 4.12762 0.00
H -2.23024 -3.52895 5.87690 0.00
H -3.91321 -1.72792 5.62052 0.00
H -5.02639 -0.04861 4.24621 0.00
H -5.14311 1.30172 2.20758 0.00
H -2.76024 1.51300 1.20109 0.00
H 3.43387 -3.36180 3.01046 0.00
N 1.56096 0.05906 1.55928 0.00
C 1.85019 1.43285 1.14242 0.00
C 2.55447 2.24389 2.24182 0.00
C 2.56531 3.77653 2.19296 0.00
C 3.30877 4.49496 1.04089 0.00
N 4.16205 3.66658 0.19034 0.00
C 3.78690 3.10103 -0.95658 0.00
N 2.63012 3.41116 -1.52078 0.00
N 4.63132 2.25750 -1.59599 0.00
C 0.55081 2.04001 0.56970 0.00
O 0.51513 3.26806 0.35413 0.00
O -0.35073 1.21196 0.31677 0.00
H 1.02765 0.07518 2.42362 0.00
H 2.41596 -0.46107 1.72834 0.00
H 2.50239 1.33181 0.27425 0.00
H 3.57800 1.86140 2.33100 0.00
H 2.06384 1.99214 3.18788 0.00
H 3.00238 4.11835 3.13537 0.00
H 1.53409 4.11692 2.17123 0.00
H 3.95794 5.25905 1.46812 0.00
H 2.59858 5.00868 0.39639 0.00
H 5.01670 3.32480 0.59705 0.00
H 1.84395 3.67633 -0.90750 0.00
H 2.34346 2.80034 -2.28242 0.00
H 5.49145 2.02100 -1.12992 0.00
H 4.16403 1.47509 -2.02352 0.00
S -1.06272 -0.47696 -2.86288 0.00
C 0.33774 -0.42103 -3.92217 0.00
C 0.11886 -0.46743 -5.30751 0.00
C 1.15554 -0.42759 -6.22373 0.00
C 2.46735 -0.33899 -5.77409 0.00
C 2.70876 -0.28016 -4.41007 0.00
C 1.67017 -0.30817 -3.47258 0.00
S 2.07706 -0.16394 -1.75851 0.00
H -0.90825 -0.53232 -5.64653 0.00
H 0.94298 -0.47257 -7.28614 0.00
H 3.29291 -0.31447 -6.47661 0.00
H 3.72901 -0.21546 -4.04656 0.00
N -8.64757 0.55053 -4.39045 0.00
C -7.74124 0.45578 -3.68686 0.00
C -6.61563 0.32774 -2.80635 0.00
C -5.92558 -0.88596 -2.71798 0.00
C -4.88292 -1.02774 -1.82911 0.00
C -4.49892 0.03248 -0.99605 0.00
C -5.16715 1.25563 -1.12813 0.00
C -6.21348 1.40357 -2.01665 0.00
C -3.49025 -0.16244 0.01830 0.00
C -2.52367 -1.09321 0.24611 0.00
H -6.22937 -1.71157 -3.34858 0.00
H -4.34704 -1.96466 -1.74602 0.00
H -4.84531 2.09864 -0.52869 0.00
H -6.72140 2.35423 -2.11678 0.00
```

***

No. 2
Density functional theory data (ωB97M-V/def2-TZVPD) for 6 unconnected molecules or ions with the total composition C2H16NO5 at a distorted geometry.

Largest force on an atom: 0.0344 Eh/bohr
Net charge: +2
⟨S²⟩: 0.758
Energy: -14040.568 eV
2S+1: 2
Frontier orbital gap (alpha / beta): 0.435 / 0.160 hartree
HOMO level (alpha / beta): -18.966 / -18.332 eV
Relative energy (zero: lowest compared OMol25 entry of this formula, charge and spin): 27.7 kcal per mole

XYZ file:
```
24
Properties=species:S:1:pos:R:3:mulliken_spin:R:1
C 1.62517 0.95761 -1.70944 0.00
C -0.02301 2.65504 -2.03649 0.00
N 0.43284 1.72787 -1.29027 0.00
H 1.69229 0.17251 -0.95978 0.00
H 2.51686 1.57878 -1.75028 0.00
H 1.52982 0.55800 -2.71649 0.00
H 0.47052 2.74583 -2.99476 0.00
H -0.87859 3.14872 -1.65568 0.00
H 0.10838 1.69995 -0.29431 0.00
H -0.89120 0.54179 1.39800 0.01
H -0.71537 1.92730 2.02082 0.00
O -0.45004 1.39298 1.26094 0.00
H 0.94083 -2.45583 0.84818 0.00
H 0.55601 -3.17967 2.31635 0.00
O 0.24172 -2.79185 1.48603 0.05
H -0.72591 -1.59990 1.69711 -0.02
H -2.19339 -1.81196 2.32634 -0.02
O -1.59778 -1.10804 1.97327 0.70
H 3.12235 -2.19812 0.02854 0.00
H 2.85352 -1.80187 1.48740 0.00
O 2.47780 -1.76703 0.60051 0.00
H -3.83031 -0.56733 -0.07123 -0.01
H -3.80500 0.54096 -1.03691 -0.01
O -3.45751 -0.36575 -0.92785 0.30
```

***

No. 3
Density functional theory data (ωB97M-V/def2-TZVPD) for 2 unconnected molecules or ions with the total composition C3H10N at a distorted geometry.

Largest force on an atom: 0.0323 Eh/bohr
⟨S²⟩: 0.753
Energy: -4761.004 eV
2S+1: 2
Frontier orbital gap (alpha / beta): 0.249 / 0.408 hartree
HOMO level (alpha / beta): -5.792 / -10.154 eV
Relative energy (zero: lowest compared OMol25 entry of this formula, charge and spin): 7.3 kcal per mole

XYZ file:
```
14
Properties=species:S:1:pos:R:3:mulliken_spin:R:1
C -1.25024 0.45001 -2.47541 0.00
H -0.46296 -0.29198 -2.64917 0.00
H -1.40694 0.98042 -3.43976 0.00
H -0.95581 1.16291 -1.70877 0.00
H -2.11434 -0.15685 -2.19367 0.00
C 0.23666 0.75757 1.22725 -0.02
C 1.53726 -1.29563 1.65990 0.72
N 0.35187 -0.64971 1.59218 0.24
H 1.20945 1.20647 0.98941 0.00
H -0.21977 1.24746 2.08844 0.01
H -0.40203 0.96789 0.29543 0.02
H 2.47868 -0.78852 1.43135 0.03
H 1.47739 -2.37878 1.61202 0.02
H -0.47925 -1.21126 1.57081 -0.02
```

***

No. 4
Density functional theory data (ωB97M-V/def2-TZVPD) for 3 unconnected molecules or ions with the total composition C3H10O3 at a distorted geometry.

Largest force on an atom: 0.1353 Eh/bohr
Energy: -9412.414 eV
2S+1: 1
Frontier orbital gap: 0.354 hartree
HOMO level: -9.157 eV
Relative energy (zero: lowest compared OMol25 entry of this formula, charge and spin): 71.9 kcal per mole

XYZ file:
```
16
Properties=species:S:1:pos:R:3:nbo_charge:R:1
C -0.58846 2.11531 -0.60935 -0.35
C -0.65501 1.05461 0.44507 -0.25
C 0.59159 0.19459 0.60900 -0.12
O 0.49801 -0.94691 1.55715 -0.72
H -1.37689 2.75467 -0.76224 0.18
H 0.18696 2.25129 -1.35937 0.19
H -1.70058 0.71959 0.47811 0.23
H 1.32299 0.91566 0.81059 0.18
H 0.86317 -0.34215 -0.37326 0.19
H -0.11394 -0.63848 2.36579 0.47
O -5.48753 -2.27882 -0.67189 -0.96
H -6.34004 -2.61334 -0.89712 0.48
H -4.74905 -2.65058 -1.22095 0.48
O 5.81918 -0.51614 -0.35003 -0.94
H 5.18329 -0.14752 0.34229 0.47
H 6.54631 0.12821 -0.36377 0.47
```

***

Repeat the fourth record exactly.
Density functional theory data (ωB97M-V/def2-TZVPD) for 3 unconnected molecules or ions with the total composition C3H10O3 at a distorted geometry.

Largest force on an atom: 0.1353 Eh/bohr
Energy: -9412.414 eV
2S+1: 1
Frontier orbital gap: 0.354 hartree
HOMO level: -9.157 eV
Relative energy (zero: lowest compared OMol25 entry of this formula, charge and spin): 71.9 kcal per mole

XYZ file:
```
16
Properties=species:S:1:pos:R:3:nbo_charge:R:1
C -0.58846 2.11531 -0.60935 -0.35
C -0.65501 1.05461 0.44507 -0.25
C 0.59159 0.19459 0.60900 -0.12
O 0.49801 -0.94691 1.55715 -0.72
H -1.37689 2.75467 -0.76224 0.18
H 0.18696 2.25129 -1.35937 0.19
H -1.70058 0.71959 0.47811 0.23
H 1.32299 0.91566 0.81059 0.18
H 0.86317 -0.34215 -0.37326 0.19
H -0.11394 -0.63848 2.36579 0.47
O -5.48753 -2.27882 -0.67189 -0.96
H -6.34004 -2.61334 -0.89712 0.48
H -4.74905 -2.65058 -1.22095 0.48
O 5.81918 -0.51614 -0.35003 -0.94
H 5.18329 -0.14752 0.34229 0.47
H 6.54631 0.12821 -0.36377 0.47
```

***

Question: Which of these has the lowest 2S+1?
Answer: C3H10O3

***

Question: The highest largest force on an atom belongs to which entry?
Answer: C3H10O3

***

Question: Among the records above, which one has the lowest 2S+1?
Answer: C3H10O3